No. 1
{"formula": "C19H30NO8", "method": "ωB97M-V/def2-TZVPD", "elements": ["C", "C", "C", "N", "H", "H", "H", "H", "H", "H", "O", "C", "O", "C", "C", "C", "H", "H", "H", "H", "H", "H", "O", "C", "O", "C", "C", "C", "H", "H", "H", "H", "H", "H", "O", "C", "O", "C", "C", "C", "H", "H", "H", "H", "H", "H", "O", "C", "O", "C", "C", "C", "H", "H", "H", "H", "H", "H"], "xyz": [[0.150, -0.395, -1.712], [-1.028, -0.053, -1.771], [-2.538, 0.330, -2.025], [-3.317, -0.948, -1.806], [1.120, -0.934, -1.998], [-2.844, 1.165, -1.336], [-2.621, 0.608, -3.120], [-2.693, -1.743, -2.050], [-3.568, -1.103, -0.804], [-4.143, -1.029, -2.420], [0.557, 6.062, -1.256], [0.932, 4.940, -1.066], [1.393, 4.116, -2.048], [1.653, 2.818, -1.499], [1.845, 3.043, -0.014], [0.926, 4.218, 0.258], [0.798, 2.172, -1.714], [2.543, 2.394, -1.965], [1.622, 2.161, 0.588], [2.881, 3.334, 0.185], [-0.093, 3.895, 0.482], [1.310, 4.855, 1.054], [2.915, -1.730, -0.839], [3.732, -1.807, -1.725], [4.488, -0.765, -2.144], [5.272, -1.167, -3.279], [5.356, -2.674, -3.189], [4.029, -3.035, -2.549], [4.766, -0.832, -4.188], [6.255, -0.699, -3.230], [5.524, -3.155, -4.153], [6.174, -2.961, -2.523], [3.239, -3.165, -3.292], [4.113, -3.919, -1.918], [-0.736, -1.872, 4.884], [0.075, -1.966, 4.004], [0.846, -0.932, 3.570], [1.621, -1.357, 2.440], [1.689, -2.864, 2.546], [0.359, -3.205, 3.192], [1.117, -1.026, 1.527], [2.611, -0.900, 2.482], [1.850, -3.356, 1.586], [2.506, -3.153, 3.214], [-0.433, -3.334, 2.451], [0.435, -4.083, 3.831], [-5.574, -0.838, 0.298], [-5.535, 0.116, 1.042], [-6.629, 0.778, 1.468], [-6.230, 1.919, 2.246], [-4.832, 1.602, 2.725], [-4.284, 0.764, 1.587], [-6.261, 2.805, 1.605], [-6.924, 2.059, 3.074], [-4.239, 2.491, 2.941], [-4.879, 0.999, 3.635], [-3.832, 1.381, 0.806], [-3.577, 0.015, 1.944]], "forces_ev_per_angstrom": [[-1.13, -0.86, -1.43], [-0.16, 0.17, -0.31], [2.97, 0.10, -0.09], [0.34, -0.68, 0.15], [-1.65, 1.37, 1.26], [-0.03, -1.09, -0.86], [-0.06, -0.17, 1.44], [-0.33, 0.53, 0.04], [-0.53, 0.30, -0.59], [0.08, 0.22, 0.68], [0.27, -0.47, -0.33], [-0.52, 0.75, 0.09], [-0.05, 0.22, 0.09], [0.21, -0.29, -0.10], [0.15, -0.29, 0.44], [0.50, -0.30, 0.13], [0.03, 0.07, 0.01], [-0.12, 0.14, -0.15], [0.04, 0.00, -0.10], [-0.08, -0.06, -0.03], [0.00, 0.15, 0.05], [-0.34, 0.12, -0.07], [0.23, 0.41, -0.26], [-0.31, -0.08, 0.15], [-0.47, -0.26, 0.43], [0.44, 0.10, -0.46], [0.27, -0.39, -0.21], [0.51, -0.12, 0.01], [-0.01, 0.01, 0.08], [-0.21, 0.15, 0.13], [0.01, 0.11, 0.05], [-0.05, 0.04, -0.08], [-0.06, -0.06, 0.11], [-0.36, 0.07, -0.02], [0.38, 0.38, -0.27], [-0.72, -0.12, 0.40], [-0.22, -0.14, 0.23], [0.35, 0.13, -0.31], [0.24, -0.44, -0.25], [0.58, -0.12, -0.05], [0.03, -0.01, 0.01], [-0.19, 0.15, 0.08], [0.04, 0.14, 0.02], [-0.05, 0.05, -0.07], [-0.06, -0.06, 0.13], [-0.37, 0.08, -0.02], [0.13, 0.24, -0.08], [-0.26, 0.06, -0.22], [0.50, -0.68, -0.40], [-0.13, 0.55, 0.37], [0.36, 0.21, 0.40], [0.02, -0.08, 0.46], [-0.04, -0.09, -0.02], [-0.11, -0.14, -0.23], [-0.11, -0.03, -0.02], [0.02, 0.06, -0.08], [0.02, -0.03, -0.01], [0.04, -0.01, -0.29]], "orbital_gap_ev": 8.7, "spin_multiplicity": 1, "total_charge": 1, "homo_energy_ev": -12.08, "lumo_energy_ev": -3.39}

No. 2
{"formula": "C10H18N3O", "method": "ωB97M-V/def2-TZVPD", "elements": ["C", "C", "C", "C", "C", "C", "C", "O", "H", "H", "H", "H", "H", "H", "H", "H", "C", "C", "C", "N", "N", "N", "H", "H", "H", "H", "H", "H", "H", "H", "H", "H"], "xyz": [[3.917, 3.569, -1.225], [0.399, 1.279, -0.495], [1.345, 0.831, -1.434], [0.545, 2.509, 0.102], [2.441, 1.660, -1.647], [1.738, 3.238, 0.031], [2.606, 2.881, -1.009], [-0.776, 0.554, -0.315], [-1.504, 1.174, -0.166], [1.122, 0.037, -2.128], [-0.221, 3.052, 0.651], [3.131, 1.397, -2.430], [1.842, 4.198, 0.493], [4.013, 4.558, -0.716], [4.321, 3.753, -2.237], [4.665, 2.932, -0.683], [-3.065, -1.830, 0.515], [-2.810, -1.200, -0.839], [-1.138, -2.915, 1.646], [-1.855, -1.775, 1.355], [-0.453, -3.527, 0.611], [-1.051, -3.516, 2.892], [-3.866, -1.330, 1.104], [-3.279, -2.899, 0.494], [-1.770, -1.172, -1.110], [-3.119, -0.175, -1.123], [-1.593, -0.884, 1.758], [-0.198, -2.913, -0.154], [0.357, -4.129, 0.761], [-1.485, -3.138, 3.711], [-0.701, -4.446, 3.030], [-3.559, -1.773, -1.444]], "forces_ev_per_angstrom": [[1.69, 0.82, 1.17], [-0.88, -0.24, -0.81], [-0.29, 1.15, 0.56], [0.78, 1.17, 1.36], [-0.85, -0.28, -0.53], [-0.53, -0.57, -2.70], [1.00, -0.32, 1.05], [0.77, 0.66, -0.27], [0.21, -0.17, 0.09], [0.06, -0.46, 0.34], [-0.36, -0.86, 0.24], [0.25, -0.10, -0.16], [0.00, 0.29, 0.42], [-0.45, -0.62, -0.26], [-0.70, -0.51, 0.20], [-0.27, 0.54, -0.61], [0.92, 1.26, 2.04], [-2.42, -0.42, -1.36], [-0.16, 0.82, -0.09], [-0.05, -0.56, 0.79], [0.98, -0.91, -1.55], [0.17, -0.20, 1.03], [0.03, -0.27, -0.65], [-0.25, 0.15, -0.55], [0.11, -1.03, -0.41], [-0.19, -0.06, 1.22], [0.04, -0.08, -0.16], [-0.32, 0.24, 0.19], [-0.34, 0.18, 0.66], [-0.19, 0.30, -0.27], [-0.05, -0.08, -0.39], [1.27, 0.17, -0.59]], "orbital_gap_ev": [5.0, 9.0], "relative_energy_ev": 1.019, "spin_multiplicity": 2, "homo_energy_ev": [-4.21, -8.26], "lumo_energy_ev": [0.79, 0.72], "s_squared": 0.75}

No. 3
{"formula": "C20H24BF8N5OS", "method": "ωB97M-V/def2-TZVPD", "elements": ["C", "C", "C", "F", "C", "C", "B", "N", "O", "C", "C", "F", "F", "C", "F", "F", "C", "F", "F", "F", "C", "C", "N", "S", "N", "C", "H", "H", "H", "H", "H", "H", "H", "H", "H", "H", "C", "C", "C", "C", "N", "H", "H", "H", "H", "H", "H", "H", "C", "C", "C", "C", "N", "H", "H", "H", "H", "H", "H", "H"], "xyz": [[2.803, 3.841, -1.826], [2.059, 4.409, -3.070], [1.423, 3.298, -3.986], [0.340, 3.932, -4.630], [0.927, 2.147, -3.109], [1.456, 0.888, -3.089], [2.686, 0.558, -4.092], [3.990, 0.995, -3.665], [2.485, -0.069, -5.316], [0.955, -0.170, -2.190], [1.571, -1.560, -2.182], [1.305, -2.113, -3.425], [2.923, -1.555, -1.988], [0.984, -2.571, -1.141], [1.647, -3.750, -1.356], [-0.318, -2.862, -1.363], [1.247, -2.205, 0.380], [0.119, -2.201, 1.124], [2.049, -3.147, 0.926], [1.875, -1.031, 0.556], [-0.108, 0.099, -1.365], [-0.770, 1.419, -1.334], [-1.851, 1.850, -0.592], [-1.999, 3.409, -1.073], [-0.818, 3.626, -2.152], [-0.205, 2.432, -2.216], [3.437, 4.598, -1.325], [2.039, 3.561, -1.072], [3.437, 2.983, -2.107], [1.239, 5.063, -2.731], [2.741, 5.019, -3.691], [2.108, 2.989, -4.792], [4.046, 0.846, -2.662], [4.748, 0.542, -4.166], [1.965, -0.873, -5.179], [-0.516, -0.661, -0.683], [0.216, -1.789, 5.605], [-0.632, -1.331, 4.425], [-0.154, -0.007, 3.819], [-0.258, 1.105, 4.763], [-0.333, 1.971, 5.512], [0.178, -1.074, 6.428], [-0.146, -2.746, 5.981], [1.260, -1.917, 5.309], [-1.674, -1.239, 4.746], [-0.606, -2.100, 3.650], [-0.753, 0.222, 2.934], [0.880, -0.106, 3.480], [-5.237, -1.383, 2.682], [-4.518, -2.692, 2.380], [-3.126, -2.484, 1.778], [-3.173, -1.815, 0.479], [-3.218, -1.281, -0.536], [-5.406, -0.800, 1.775], [-6.210, -1.582, 3.133], [-4.660, -0.772, 3.380], [-5.130, -3.292, 1.702], [-4.418, -3.265, 3.304], [-2.637, -3.454, 1.661], [-2.507, -1.902, 2.466]], "forces_ev_per_angstrom": [[-0.31, 0.38, 0.00], [0.45, -0.26, -0.11], [0.03, 0.94, 1.01], [0.35, -0.63, -0.02], [-1.21, -0.11, 0.33], [0.72, -1.00, -0.41], [0.07, 0.32, 0.13], [-0.92, -1.02, -0.37], [0.42, -0.08, 0.76], [-0.75, 1.54, 0.51], [-1.06, 0.59, -0.31], [0.59, -0.05, 0.59], [-0.59, 0.01, -0.30], [0.35, -1.24, -0.28], [-0.18, 0.69, 0.01], [0.56, 0.70, 0.25], [0.60, -0.57, 1.14], [0.32, 0.20, -0.73], [-0.47, 0.53, -0.36], [-0.49, -0.36, -0.32], [-0.84, 0.37, 0.65], [0.72, -0.28, -0.60], [2.11, 0.55, -1.85], [-0.35, -0.18, 0.42], [-0.56, -1.18, 0.96], [0.37, -0.52, -0.24], [-0.28, -0.26, -0.49], [0.55, -0.22, -0.36], [-0.31, 0.35, 0.27], [0.27, -0.31, -0.25], [-0.30, -0.27, 0.25], [-0.20, -0.14, 0.48], [0.46, 0.47, -0.13], [0.05, 0.24, 0.19], [-0.28, 0.35, -0.34], [0.05, 0.48, -0.43], [-0.03, -0.05, 0.02], [0.03, -0.18, 0.27], [-0.21, -0.27, -0.25], [0.12, 0.03, -0.07], [-0.04, -0.03, 0.01], [0.02, 0.03, -0.04], [0.04, 0.02, 0.00], [-0.01, 0.01, 0.02], [0.02, 0.09, -0.06], [0.04, 0.10, -0.05], [0.03, 0.15, 0.04], [0.02, 0.10, 0.10], [-0.03, -0.02, 0.01], [-0.30, 0.17, 0.07], [-0.10, -0.34, 0.22], [0.11, 0.04, 0.06], [0.02, -0.03, -0.04], [0.05, 0.00, 0.01], [0.03, 0.04, 0.00], [-0.02, 0.02, -0.02], [0.11, -0.03, -0.02], [0.11, -0.03, -0.06], [0.08, 0.08, -0.14], [-0.03, 0.09, -0.13]], "orbital_gap_ev": 8.6, "spin_multiplicity": 1, "homo_energy_ev": -9.51, "lumo_energy_ev": -0.94}

Number 1: energy -38051.5678 eV, strongest force on any atom 2.97 eV/Å. Number 2: energy -17176.4404 eV, strongest force on any atom 2.81 eV/Å. Number 3: energy -63880.9593 eV, strongest force on any atom 2.86 eV/Å.